Entry 1:
ORCA calculation (wB97M-V/def2-TZVPD) on a structure of composition C30H23N3O5PReS.

Net charge: +1
LUMO level (spin up / spin down) in eV: -3.062 / -3.612
2S+1: 2
E_HOMO (spin up / spin down) in eV: -10.64 / -11.00
Maximum force in eV Å⁻¹: 0.5
E in eV: -68437.6114

Element x y z (Å)
Re -0.634 -1.075 0.436
O 1.519 -4.198 1.451
C 1.461 -3.239 0.733
O 0.266 -2.816 0.285
C 2.704 -2.603 0.188
C 3.876 -3.346 0.327
C 5.076 -2.875 -0.172
C 5.124 -1.647 -0.821
C 3.970 -0.897 -0.954
C 2.757 -1.363 -0.444
P 1.308 -0.316 -0.688
C 1.155 -0.280 -2.490
C 1.703 0.728 -3.272
C 1.631 0.641 -4.658
C 1.027 -0.453 -5.256
C 0.488 -1.468 -4.473
C 0.549 -1.383 -3.094
C 1.739 1.339 -0.103
C 2.678 1.512 0.912
C 2.901 2.775 1.439
C 2.189 3.867 0.963
C 1.247 3.698 -0.044
C 1.019 2.438 -0.574
H 3.814 -4.301 0.830
H 5.974 -3.467 -0.063
H 6.057 -1.276 -1.222
H 4.013 0.062 -1.457
H 2.189 1.581 -2.816
H 2.056 1.428 -5.266
H 0.980 -0.522 -6.335
H 0.025 -2.328 -4.939
H 0.129 -2.178 -2.485
H 3.229 0.665 1.297
H 3.634 2.906 2.224
H 2.369 4.851 1.374
H 0.692 4.548 -0.419
H 0.290 2.320 -1.366
O -1.991 -2.355 -0.346
N -3.069 -1.877 -1.023
C -4.049 -2.769 -1.277
C -5.150 -2.377 -1.983
C -5.230 -1.052 -2.426
C -4.213 -0.171 -2.154
C -3.095 -0.597 -1.428
S -1.720 0.375 -1.071
H -3.864 -3.758 -0.885
H -5.932 -3.093 -2.185
H -6.094 -0.721 -2.985
H -4.247 0.857 -2.487
O 0.528 -0.527 2.004
N 0.034 0.188 2.972
N -1.173 0.448 2.791
O -1.802 -0.002 1.713
C -1.918 1.278 3.710
C -3.239 1.557 3.409
C -3.950 2.364 4.285
C -3.345 2.865 5.426
C -2.017 2.561 5.705
C -1.285 1.761 4.846
H -3.693 1.159 2.515
H -4.983 2.598 4.069
H -3.907 3.492 6.104
H -1.545 2.949 6.597
H -0.254 1.518 5.052

---

Entry 2:
ORCA calculation (wB97M-V/def2-TZVPD) on a structure of composition C30H24AsIrN3O7.

LUMO level (spin up / spin down) in eV: -1.248 / -2.008
2S+1: 2
E_HOMO (spin up / spin down) in eV: -8.05 / -8.68
Maximum force in eV Å⁻¹: 1.0
E in eV: -113980.0284

Element x y z (Å)
Ir -0.246 0.446 0.305
O -2.408 0.672 3.678
C -1.966 0.452 2.577
O -1.193 1.249 1.894
C -2.359 -0.797 1.817
C -3.416 -1.580 2.308
C -3.857 -2.625 1.562
C -3.244 -2.903 0.321
C -3.693 -3.953 -0.515
C -3.096 -4.186 -1.718
C -2.002 -3.393 -2.122
C -1.535 -2.386 -1.329
C -2.159 -2.100 -0.097
N -1.737 -1.043 0.679
H -3.840 -1.306 3.263
H -4.678 -3.246 1.899
H -4.515 -4.570 -0.175
H -3.453 -4.979 -2.361
H -1.524 -3.587 -3.074
H -0.687 -1.799 -1.631
C 4.136 -2.483 -1.840
C 3.730 -1.674 -2.895
C 2.604 -0.879 -2.775
C 1.883 -0.899 -1.585
C 2.262 -1.724 -0.543
C 3.397 -2.512 -0.669
N 0.685 -0.098 -1.431
N 0.259 0.382 -2.516
C -0.941 1.073 -2.363
C -1.594 1.576 -3.489
C -2.818 2.189 -3.319
C -3.365 2.290 -2.035
C -2.694 1.810 -0.922
C -1.448 1.195 -1.065
H 5.024 -3.094 -1.937
H 4.294 -1.661 -3.818
H 2.284 -0.242 -3.586
H 1.655 -1.773 0.344
H 3.693 -3.156 0.149
H -1.135 1.471 -4.464
H -3.356 2.581 -4.171
H -4.331 2.763 -1.907
H -3.141 1.909 0.060
O 4.153 -1.087 5.264
C 3.568 -0.734 4.280
C 2.185 -1.190 3.830
O 1.471 -1.977 4.406
C 1.875 -0.493 2.552
C 3.030 0.311 2.124
O 3.142 0.941 1.081
C 4.067 0.260 3.230
O 5.082 0.903 3.275
O 0.783 -0.640 1.967
C -0.759 4.044 0.231
As 0.609 2.709 0.444
C 2.009 3.351 -0.717
C 1.287 3.158 2.193
H -0.322 5.005 0.502
H -1.592 3.816 0.892
H -1.109 4.069 -0.798
H 2.088 4.433 -0.623
H 1.787 3.088 -1.751
H 2.940 2.873 -0.418
H 1.451 4.235 2.227
H 2.228 2.647 2.362
H 0.553 2.867 2.941